(1)
This record from OMol25 describes one molecule with the formula C5H9N in a non-equilibrium geometry. The level of theory is ωB97M-V/def2-TZVPD.

Last column: natural (NBO) charge in e.
Element x y z (Å)
C -0.5495 1.2956 -0.4047  -0.613
C -0.4235 -0.0248 0.3502  -0.198
C -1.0891 -1.1596 -0.4310  -0.609
C 1.0350 -0.2941 0.7938  -0.512
C 2.1436 0.0534 -0.1161  0.284
N 3.0844 0.4292 -0.6782  -0.330
H -0.0920 2.1274 0.1427  0.214
H -1.6035 1.5377 -0.5774  0.215
H -0.0558 1.2215 -1.3801  0.215
H -0.9738 0.0723 1.2969  0.202
H -0.6367 -1.2980 -1.4191  0.210
H -2.1470 -0.9154 -0.5868  0.215
H -1.0542 -2.1168 0.1021  0.209
H 1.1486 -1.3255 1.1439  0.248
H 1.2185 0.3303 1.6775  0.250

E_LUMO = 0.80 eV
2S+1 = 1
HOMO = -11.41 eV
Energy relative to the best compared isomer or geometry (same formula, charge and spin) = 3.8 kcal per mole

***

(2)
This record from OMol25 describes C5H9N as an isolated structure in a non-equilibrium geometry. The level of theory is ωB97M-V/def2-TZVPD.

Last column: natural (NBO) charge in e.
Element x y z (Å)
C 0.9679 0.5899 -0.1955  -0.293
C 0.5650 -1.7693 0.1818  -0.418
C 0.4156 1.9634 -0.0551  -0.462
N 0.2025 -0.3968 0.4403  -0.382
C -1.4816 0.0562 0.0935  -0.074
C -2.5112 -0.5339 -0.1483  -0.265
H 1.2739 0.3729 -1.2301  0.177
H 1.8330 0.8034 0.4845  0.264
H 0.8219 -1.9647 -0.8700  0.171
H -0.2748 -2.3994 0.4746  0.221
H 1.4194 -2.0443 0.8108  0.207
H 0.3788 2.3284 0.9668  0.201
H 0.8451 2.7006 -0.7224  0.215
H -1.0229 1.3407 -0.0022  0.205
H -3.4327 -1.0470 -0.2286  0.233

E_LUMO (spin up / spin down) = -0.20 / -0.20 eV
2S+1 = 1
HOMO (spin up / spin down) = -8.28 / -8.28 eV
Energy relative to the best compared isomer or geometry (same formula, charge and spin) = 152.4 kcal per mole

***

(3)
This record from OMol25 describes a 2-piece molecular cluster, C5H9N overall in a non-equilibrium geometry. The level of theory is ωB97M-V/def2-TZVPD.

Last column: natural (NBO) charge in e.
Element x y z (Å)
C -0.3444 1.2191 -0.6194  -0.680
C -0.0479 -0.1753 -0.1477  0.181
C -1.1754 -1.1635 -0.2367  -0.665
C 1.1945 -0.5857 0.1648  -0.433
C 2.3031 0.3125 0.1343  0.265
N 3.1922 1.0558 0.0636  -0.333
H 0.3508 1.9679 -0.2264  0.246
H -1.3730 1.5504 -0.4230  0.226
H -0.2074 1.1558 -1.7020  0.244
H -0.8076 0.4040 1.7491  -0.035
H -1.1342 -1.4964 -1.2773  0.241
H -2.1721 -0.7391 -0.0562  0.226
H -1.0435 -2.0335 0.4142  0.229
H 1.3782 -1.6068 0.4844  0.240
H -0.1134 0.1347 1.6781  0.048

E_LUMO = 0.68 eV
2S+1 = 1
HOMO = -9.39 eV
Energy relative to the best compared isomer or geometry (same formula, charge and spin) = 51.8 kcal per mole

***

(4)
This record from OMol25 describes one molecule with the formula C5H9N. The level of theory is ωB97M-V/def2-TZVPD.

Last column: natural (NBO) charge in e.
Element x y z (Å)
C -0.0394 -1.7652 -0.5822  -0.605
C -0.2608 -0.6481 0.4264  -0.205
C 0.9148 0.3681 0.5308  -0.499
C -1.1985 0.4916 -0.0656  -0.481
C 0.0032 1.4143 -0.1061  0.336
N 0.1187 2.5862 -0.5614  -0.613
H -0.9563 -2.3448 -0.7391  0.212
H 0.7431 -2.4556 -0.2462  0.210
H 0.2675 -1.3555 -1.5532  0.204
H -0.5596 -1.0676 1.3919  0.203
H 1.8193 0.1132 -0.0361  0.221
H 1.2064 0.6207 1.5566  0.229
H 1.0820 2.9109 -0.4441  0.332
H -1.9540 0.8107 0.6606  0.231
H -1.6873 0.3262 -1.0319  0.225

E_LUMO = 1.05 eV
2S+1 = 1
HOMO = -9.68 eV
Energy relative to the best compared isomer or geometry (same formula, charge and spin) = 20.8 kcal per mole

***

(5)
This record from OMol25 describes one molecule with the formula C5H9N. The level of theory is ωB97M-V/def2-TZVPD.

Last column: natural (NBO) charge in e.
Element x y z (Å)
N -0.0702 1.2176 1.3399  -0.816
C 0.3204 -0.0167 0.8651  0.232
C 0.0211 -0.5029 -0.3507  -0.359
C -0.7313 0.1929 -1.3872  -0.196
C -0.7595 -0.1400 -2.6725  -0.409
C 1.1811 -0.7828 1.8211  -0.642
H -0.0876 1.3504 2.3247  0.385
H -0.6581 1.7790 0.7542  0.388
H 0.5288 -1.4022 -0.6840  0.203
H -1.3159 1.0445 -1.0436  0.177
H -1.3455 0.3843 -3.4160  0.196
H -0.2245 -1.0030 -3.0572  0.187
H 1.5148 -1.7174 1.3777  0.226
H 0.6753 -1.0083 2.7630  0.212
H 2.0454 -0.1787 2.0634  0.217

E_LUMO = 1.06 eV
2S+1 = 1
HOMO = -7.55 eV
Energy relative to the best compared isomer or geometry (same formula, charge and spin) = 18.7 kcal per mole

***

(6)
This record from OMol25 describes one molecule with the formula C5H9N. The level of theory is ωB97M-V/def2-TZVPD.

Last column: natural (NBO) charge in e.
Element x y z (Å)
C -0.4435 -2.1641 -0.3835  -0.807
C -0.6722 -0.8537 0.2459  0.180
C -0.5045 1.9287 0.2307  -0.270
N 0.6828 1.1875 0.6366  -0.390
C 0.5166 -0.2443 0.8969  -0.415
C 0.5122 1.5224 -0.7698  -0.267
H 0.5974 -2.5019 -0.4875  0.183
H -0.9321 -2.1237 -1.3678  0.265
H -1.0345 -2.9265 0.1415  0.276
H -0.5412 2.9580 0.5689  0.198
H -1.4591 1.4104 0.2271  0.229
H 0.3086 -0.3794 1.9778  0.257
H 1.4970 -0.7161 0.7023  0.177
H 0.2520 0.7145 -1.4553  0.182
H 1.2199 2.2352 -1.1822  0.202

E_LUMO = -0.07 eV
2S+1 = 1
HOMO = -8.31 eV
Energy relative to the best compared isomer or geometry (same formula, charge and spin) = 117.4 kcal per mole

***

(7)
This record from OMol25 describes an isolated ion of composition C5H9N and charge +1 in a non-equilibrium geometry. The level of theory is ωB97M-V/def2-TZVPD.

Last column: Mulliken spin population.
Element x y z (Å)
C -0.2757 -0.6300 -0.1145  0.342
C -0.4832 -1.5260 -1.0783  0.160
N -0.7855 -2.8896 -0.8141  0.390
C 0.1347 0.7932 -0.4751  -0.012
C -0.0349 1.8912 0.6324  0.034
C 0.8160 2.2176 1.6086  -0.002
H -0.3591 -0.9583 0.9112  0.007
H -0.3755 -1.3507 -2.2048  -0.001
H -0.2718 -3.6166 -1.4240  -0.003
H -0.8043 -3.1531 0.2535  -0.011
H 1.2472 0.7401 -0.6157  0.070
H -0.2011 1.2817 -1.4416  0.022
H -1.0011 2.4537 0.7987  0.003
H 0.8176 3.2082 1.9958  0.000
H 1.5766 1.5385 1.9681  0.001

E_LUMO (spin up / spin down) = -3.76 / -7.79 eV
2S+1 = 2
HOMO (spin up / spin down) = -13.19 / -13.16 eV
Total charge = +1
Energy relative to the best compared isomer or geometry (same formula, charge and spin) = 53.5 kcal per mole

***

(8)
This record from OMol25 describes an isolated ion of composition C5H9N2 and charge +1 in a non-equilibrium geometry. The level of theory is ωB97M-V/def2-TZVPD.

Last column: natural (NBO) charge in e.
Element x y z (Å)
C -0.4892 -0.4414 1.7110  -0.450
C 0.9249 0.5082 -0.6761  -0.295
C -1.0982 -0.2935 0.3087  -0.430
C -0.2415 -0.4457 -0.7600  0.436
C -0.6988 1.0375 1.0871  -0.088
N -0.4583 -1.1864 -1.8072  -0.663
N 0.7859 1.3397 0.5021  -0.563
H -1.1445 -0.5709 2.6767  0.296
H 0.4914 -0.8319 1.7000  0.193
H 1.7780 -0.0882 -0.6219  0.242
H 0.9911 1.1373 -1.4976  0.253
H -2.1420 -0.4672 0.4502  0.297
H 0.2729 -1.3065 -2.5289  0.430
H -1.2969 -1.7731 -1.8984  0.445
H 1.4749 1.1028 1.2650  0.452
H 0.8500 2.2793 0.0894  0.445

E_LUMO = -4.35 eV
2S+1 = 1
HOMO = -12.15 eV
Total charge = +1
Energy relative to the best compared isomer or geometry (same formula, charge and spin) = 130.0 kcal per mole

***

(9)
This record from OMol25 describes an isolated ion of composition C5H9N2 and charge +1 in a non-equilibrium geometry. The level of theory is ωB97M-V/def2-TZVPD.

Last column: natural (NBO) charge in e.
Element x y z (Å)
C -1.6457 -1.1597 1.8960  -0.612
C -1.6481 -0.4882 0.4126  -0.488
C -0.3204 -0.1973 -0.1196  0.225
C 0.3022 -0.3209 -1.4440  -0.044
N 1.3054 0.5565 -1.4827  -0.443
C 1.7451 1.0611 -0.2782  0.185
N 0.6387 0.6256 0.5454  -0.503
H -2.6036 -0.8984 2.3259  0.238
H -1.0234 -0.6671 2.6573  0.215
H -1.4596 -2.2867 1.8734  0.239
H -2.0043 -1.4194 -0.0971  0.270
H -2.2177 0.4862 0.2426  0.262
H 0.2220 -0.8111 -2.3272  0.248
H 1.9028 0.8366 -2.3024  0.460
H 2.5887 1.7475 0.1478  0.298
H 0.3884 1.3681 1.2407  0.450

E_LUMO = -3.97 eV
2S+1 = 1
HOMO = -13.74 eV
Total charge = +1
Energy relative to the best compared isomer or geometry (same formula, charge and spin) = 70.4 kcal per mole

***

(10)
This record from OMol25 describes an isolated ion of composition C5H9N2 and charge +1 in a non-equilibrium geometry. The level of theory is ωB97M-V/def2-TZVPD.

Last column: natural (NBO) charge in e.
Element x y z (Å)
C -1.4245 2.1755 0.0385  -0.623
C -1.4964 0.8276 -0.5139  -0.436
C -0.2346 -0.0207 -0.3416  0.206
C 0.8200 -0.5241 -1.1649  -0.047
N 1.6908 -1.1260 -0.2017  -0.481
C 1.0895 -1.2330 1.1103  0.235
N -0.1240 -0.6326 0.9294  -0.474
H -1.2194 2.1948 1.1064  0.216
H -2.4114 2.6651 0.0867  0.249
H -0.7157 2.7317 -0.5701  0.227
H -1.6835 0.7399 -1.6516  0.247
H -2.2778 0.2454 -0.0076  0.226
H 1.3037 -0.2283 -2.0525  0.260
H 2.6354 -1.4227 -0.5554  0.465
H 1.6361 -1.3234 2.0951  0.281
H -0.7592 -0.6441 1.6848  0.450

E_LUMO = -4.13 eV
2S+1 = 1
HOMO = -14.08 eV
Total charge = +1
Energy relative to the best compared isomer or geometry (same formula, charge and spin) = 49.8 kcal per mole

***

(11)
This record from OMol25 describes an isolated ion of composition C5H9N2 and charge +1 in a non-equilibrium geometry. The level of theory is ωB97M-V/def2-TZVPD.

Last column: natural (NBO) charge in e.
Element x y z (Å)
C -2.6285 0.2333 -0.4209  -0.612
C -1.6175 -0.5774 0.3162  -0.445
C -0.1577 -0.2541 0.0284  0.184
C 0.5979 0.0918 -1.1507  -0.066
N 1.8896 0.3285 -0.6741  -0.462
C 1.8584 0.3390 0.7145  0.254
N 0.6964 -0.1663 1.1422  -0.477
H -3.5029 0.1965 0.1283  0.236
H -2.9043 -0.1726 -1.4194  0.225
H -2.4142 1.2720 -0.5642  0.224
H -1.6967 -0.3907 1.4003  0.214
H -1.8702 -1.6577 0.2482  0.253
H 0.1856 -0.0283 -2.1623  0.280
H 2.7679 0.4876 -1.1449  0.463
H 2.6504 0.7999 1.3778  0.269
H 0.3671 -0.6375 1.9345  0.461

E_LUMO = -3.83 eV
2S+1 = 1
HOMO = -13.87 eV
Total charge = +1
Energy relative to the best compared isomer or geometry (same formula, charge and spin) = 40.1 kcal per mole

***

(12)
This record from OMol25 describes a 2-piece molecular cluster, C5H9N2 overall in a non-equilibrium geometry. The level of theory is ωB97M-V/def2-TZVPD.

Last column: natural (NBO) charge in e.
Element x y z (Å)
C -0.8776 2.2318 0.2048  0.387
C 0.4041 -2.5362 -0.2900  -0.390
C 0.3332 -1.8707 -1.4252  -0.408
C 0.6081 0.5836 0.6484  -0.502
C -0.2705 0.7790 1.8274  0.220
N 0.1658 1.5732 -0.3371  -0.446
N -1.1946 1.7047 1.4001  -0.575
H -1.3770 2.9695 -0.2749  0.240
H 1.1374 -2.5654 0.4990  0.222
H -0.5127 -3.2266 -0.1005  0.221
H 1.3588 -1.3585 -1.7140  0.187
H 1.6826 0.4252 0.6928  0.314
H 0.5521 -0.5174 0.2756  0.376
H -0.5020 -1.7580 -2.1124  0.230
H 0.4934 1.6899 -1.2815  0.457
H -2.0011 1.8757 1.9873  0.467

E_LUMO = -5.22 eV
2S+1 = 1
HOMO = -13.84 eV
Total charge = +1
Energy relative to the best compared isomer or geometry (same formula, charge and spin) = 131.7 kcal per mole